Here is a molecular structure, C31H24BrIrP2S2 from the Open Molecules 2025 dataset. Energies are from wB97M-V/def2-TZVPD.

Its spin multiplicity is 1. The orbital gap (alpha / beta) comes out at 4.86 / 4.96 eV. The calculation puts the energy relative to the best compared isomer or geometry (same formula, charge and spin) at 48.6 kcal/mol. Its strongest force on any atom is 0.036 hartree/bohr.

```
61
Properties=species:S:1:pos:R:3:mulliken_charge:R:1
Ir -2.180 1.009 -0.332 1.01
S -1.831 -1.021 -1.553 -0.57
P 0.035 -1.382 -0.753 1.13
C 0.947 0.009 -0.335 -0.88
P 0.013 1.444 -0.505 0.14
S -3.338 2.780 -0.345 -0.36
C 0.657 2.689 0.645 0.47
C -0.145 3.677 1.206 0.16
C 0.413 4.622 2.054 -0.79
C 1.768 4.582 2.347 -0.47
C 2.570 3.591 1.795 -0.65
C 2.017 2.642 0.950 -0.47
C 0.219 2.172 -2.160 0.60
C 0.624 1.370 -3.223 -0.21
C 0.747 1.912 -4.493 -0.76
C 0.464 3.252 -4.706 -0.49
C 0.055 4.054 -3.648 -0.66
C -0.069 3.517 -2.378 -0.63
C 0.976 -2.435 -1.876 0.62
C 2.238 -2.044 -2.310 -0.23
C 2.943 -2.849 -3.193 -0.76
C 2.390 -4.041 -3.638 -0.44
C 1.130 -4.433 -3.202 -0.68
C 0.423 -3.632 -2.322 -0.50
C -0.205 -2.356 0.760 0.42
C 0.902 -2.529 1.591 -0.42
C 0.771 -3.228 2.779 -0.75
C -0.463 -3.750 3.147 -0.44
C -1.563 -3.578 2.321 -0.64
C -1.437 -2.883 1.126 -0.36
H -1.206 3.696 0.990 0.06
H -0.216 5.385 2.493 0.42
H 2.200 5.317 3.013 0.38
H 3.625 3.552 2.030 0.41
H 2.628 1.851 0.535 0.37
H 0.839 0.321 -3.060 0.20
H 1.063 1.284 -5.316 0.43
H 0.559 3.674 -5.698 0.38
H -0.172 5.099 -3.814 0.40
H -0.400 4.141 -1.557 0.36
H 2.662 -1.116 -1.945 0.42
H 3.926 -2.547 -3.531 0.41
H 2.942 -4.668 -4.326 0.38
H 0.701 -5.363 -3.550 0.39
H -0.561 -3.936 -1.981 0.37
H 1.853 -2.091 1.314 0.36
H 1.630 -3.355 3.425 0.41
H -0.570 -4.279 4.085 0.43
H -2.528 -3.969 2.615 0.43
H -2.299 -2.726 0.492 0.42
Br -2.806 -1.688 5.712 -0.16
C -2.632 -0.789 4.052 -0.06
C -3.727 -0.699 3.208 -0.63
C -3.580 -0.087 1.973 -0.77
C -2.344 0.426 1.573 0.43
C -1.271 0.362 2.459 0.68
C -1.408 -0.255 3.694 -0.81
H -4.683 -1.109 3.506 0.44
H -4.436 -0.021 1.314 0.37
H -0.300 0.759 2.189 0.20
H -0.561 -0.331 4.362 0.45
```